w | {"formula": "C8H19PS2", "method": "the ωB97M-V functional and the def2-TZVPD basis", "gap_ev": 8.823, "smiles": "CC(C)CP(=S)(S)CC(C)C", "symbols": ["S", "S", "C", "C", "C", "C", "C", "C", "C", "C", "P", "H", "H", "H", "H", "H", "H", "H", "H", "H", "H", "H", "H", "H", "H", "H", "H", "H", "H", "H"], "coordinates": [[1.328, 1.877, 1.161], [3.504, 0.599, -0.651], [-0.423, -2.857, 1.318], [-0.164, -0.840, 2.839], [-2.099, 0.863, -2.078], [-0.460, 2.717, -1.797], [-0.070, -1.374, 1.404], [-0.870, 1.341, -1.294], [1.364, -1.157, 0.856], [0.308, 0.315, -1.445], [1.559, 0.386, -0.063], [3.788, 1.285, 0.492], [-0.553, -3.156, 0.237], [-1.305, -3.075, 1.909], [0.470, -3.414, 1.689], [0.349, 0.149, 2.985], [-1.245, -0.729, 3.111], [0.267, -1.545, 3.542], [-2.365, -0.131, -1.665], [-2.921, 1.584, -1.945], [-1.891, 0.714, -3.133], [-1.308, 3.391, -1.796], [-0.048, 2.637, -2.840], [0.316, 3.173, -1.202], [-0.819, -0.875, 0.808], [-1.169, 1.425, -0.243], [1.582, -1.957, 0.104], [2.107, -1.236, 1.645], [0.804, 0.562, -2.389], [-0.039, -0.672, -1.558]], "mulliken_charge": [-0.44, -0.34, -1.66, -1.45, -1.55, -1.50, 1.28, 0.82, -0.90, -1.29, 0.56, 0.20, 0.34, 0.44, 0.35, 0.26, 0.38, 0.37, 0.37, 0.40, 0.34, 0.42, 0.32, 0.32, -0.16, 0.22, 0.41, 0.33, 0.60, 0.56]}

x | {"formula": "C8H19PS2", "method": "the ωB97M-V functional and the def2-TZVPD basis", "gap_ev": 9.252, "smiles": "CC(C)(C)P(=S)(S)C(C)(C)C", "symbols": ["C", "C", "C", "C", "C", "C", "C", "C", "P", "S", "S", "H", "H", "H", "H", "H", "H", "H", "H", "H", "H", "H", "H", "H", "H", "H", "H", "H", "H", "H"], "coordinates": [[-2.110, -0.107, 1.157], [-2.371, 1.762, -0.271], [-1.950, -0.582, -1.343], [1.704, -1.423, -1.050], [2.975, 0.114, 0.498], [1.223, -1.350, 1.363], [-1.688, 0.382, -0.217], [1.651, -0.484, 0.235], [0.374, 0.998, 0.135], [0.614, 2.275, 1.485], [0.936, 1.616, -1.733], [-1.521, 0.397, 1.878], [-3.083, -0.046, 1.423], [-1.911, -1.177, 1.282], [-1.791, 2.506, 0.319], [-3.338, 1.631, 0.191], [-2.417, 2.149, -1.327], [-2.258, -0.123, -2.283], [-1.086, -1.169, -1.634], [-2.738, -1.320, -0.940], [2.020, -0.951, -1.941], [2.375, -2.210, -0.910], [0.668, -1.836, -1.129], [3.132, 0.657, 1.469], [3.238, 0.783, -0.237], [3.651, -0.702, 0.418], [1.596, -2.343, 1.249], [1.608, -1.028, 2.311], [0.158, -1.172, 1.300], [0.338, 2.754, -1.697]], "mulliken_charge": [-2.24, -1.49, -1.29, -1.78, -2.08, -1.60, 1.55, 1.36, 0.69, -0.32, -0.31, 0.44, 0.70, 0.44, 0.34, 0.46, 0.31, 0.32, 0.18, 0.31, 0.44, 0.57, 0.34, 0.36, 0.47, 0.55, 0.46, 0.36, 0.27, 0.18]}

Result of the stability comparison: x is the least stable of them.

w | {"formula": "C5H14N2", "method": "the ωB97M-V functional and the def2-TZVPD basis", "gap_ev": [2.526, 9.180], "total_charge": -1, "spin_multiplicity": 2, "symbols": ["C", "C", "C", "C", "N", "C", "N", "H", "H", "H", "H", "H", "H", "H", "H", "H", "H", "H", "H", "H", "H"], "coordinates": [[0.055, -0.396, -0.674], [1.057, 0.119, 0.359], [1.893, 1.325, -0.137], [1.989, -0.926, 0.909], [-1.164, -0.913, 0.021], [-2.476, -0.552, -0.305], [-2.882, 0.909, 0.009], [0.419, -1.257, -1.240], [-0.172, 0.321, -1.466], [0.460, 0.592, 1.146], [1.310, 2.158, -0.533], [2.696, 0.995, -0.796], [2.408, 1.749, 0.741], [2.367, -1.631, 0.159], [2.894, -0.635, 1.443], [1.434, -1.612, 1.574], [-0.919, -1.102, 0.975], [-2.619, -0.600, -1.384], [-3.174, -1.168, 0.254], [-2.091, 1.497, -0.263], [-3.487, 1.126, -0.791]], "mulliken_charge": [-2.38, 2.23, -3.71, -2.50, 0.29, -1.23, -0.91, 0.70, 0.49, 0.33, 0.91, 0.88, 0.47, 0.83, 0.36, 0.32, 0.24, 0.45, 0.38, 0.35, 0.51]}

x | {"formula": "C5H14N2", "method": "the ωB97M-V functional and the def2-TZVPD basis", "gap_ev": [2.656, 9.135], "total_charge": -1, "spin_multiplicity": 2, "symbols": ["N", "C", "C", "C", "N", "C", "C", "H", "H", "H", "H", "H", "H", "H", "H", "H", "H", "H", "H", "H", "H"], "coordinates": [[2.116, -1.539, 0.094], [0.906, -1.100, -0.605], [0.271, -2.421, -1.097], [0.158, -0.239, 0.400], [-0.838, 0.556, -0.427], [-1.656, 1.377, 0.427], [-1.078, 2.749, 0.958], [2.794, -0.818, 0.315], [2.658, -2.375, -0.052], [1.224, -0.467, -1.446], [-0.631, -2.147, -1.691], [0.173, -3.163, -0.306], [0.899, -2.914, -1.889], [-0.368, -0.875, 1.141], [0.877, 0.396, 0.929], [-0.253, 1.175, -0.982], [-1.979, 0.907, 1.357], [-2.496, 1.714, -0.197], [-0.425, 3.208, 0.229], [-1.947, 3.386, 1.025], [-0.405, 2.589, 1.815]], "mulliken_charge": [-0.24, -0.34, -1.17, -0.94, 0.04, -0.64, -2.39, 0.41, 0.28, -0.65, 0.54, 0.41, 0.39, 0.02, 0.22, 0.42, 0.29, 0.51, 0.59, 0.59, 0.64]}

Result of the stability comparison: x is the least stable of them.

w | {"formula": "CH3N2O2", "method": "the ωB97M-V functional and the def2-TZVPD basis", "gap_ev": [9.295, 9.292], "total_charge": 1, "symbols": ["C", "N", "N", "O", "O", "H", "H", "H"], "coordinates": [[0.431, -0.180, 0.608], [-0.646, 0.116, 1.168], [0.335, -0.073, -1.591], [1.036, -0.884, -1.921], [-0.417, 0.756, -1.857], [1.436, -0.243, 0.866], [-0.709, 0.214, 2.130], [-1.467, 0.295, 0.598]], "mulliken_charge": [0.01, -0.17, 0.85, -0.28, -0.32, 0.40, 0.25, 0.27]}

x | {"formula": "CH3N2O2", "method": "the ωB97M-V functional and the def2-TZVPD basis", "gap_ev": [7.297, 7.357], "total_charge": 1, "symbols": ["C", "N", "N", "O", "O", "H", "H", "H"], "coordinates": [[-0.210, -0.455, 0.519], [0.548, 0.703, 0.358], [-0.974, -0.826, -0.383], [0.837, 1.199, -0.850], [0.048, 1.021, -1.774], [-0.011, -0.920, 1.495], [1.226, 0.988, 1.069], [-1.463, -1.710, -0.433]], "mulliken_charge": [0.14, -0.01, -0.37, 0.31, -0.05, 0.34, 0.33, 0.30]}

y | {"formula": "CH3N2O2", "method": "the ωB97M-V functional and the def2-TZVPD basis", "gap_ev": [8.280, 8.147], "total_charge": 1, "symbols": ["C", "N", "N", "O", "O", "H", "H", "H"], "coordinates": [[0.506, -0.530, 0.086], [-1.927, 0.049, 0.006], [1.449, 0.361, -0.050], [-1.957, 1.167, 0.016], [-2.468, -0.940, -0.013], [0.850, -1.511, 0.077], [2.508, 0.067, -0.123], [1.039, 1.338, 0.000]], "mulliken_charge": [-0.20, 0.92, -0.24, -0.24, -0.21, 0.35, 0.31, 0.31]}

Result of the stability comparison: x is the least stable of them.

w | {"formula": "C5H8N3O", "method": "the ωB97M-V functional and the def2-TZVPD basis", "gap_ev": 9.298, "smiles": "Cc1c[n+](=O)nc(C)[nH]1", "total_charge": 1, "symbols": ["C", "C", "C", "C", "C", "N", "N", "N", "O", "H", "H", "H", "H", "H", "H", "H", "H"], "coordinates": [[-1.733, -1.219, -0.336], [-1.099, -0.005, -0.127], [0.881, -1.186, 0.080], [-1.802, 1.257, -0.416], [2.411, -1.200, 0.102], [0.319, -2.356, -0.080], [0.260, -0.008, 0.142], [-1.018, -2.412, -0.256], [-1.554, -3.503, -0.280], [-2.757, -1.434, -0.387], [-1.659, 1.995, 0.421], [-2.882, 1.036, -0.615], [-1.263, 1.606, -1.311], [2.991, -0.451, -0.664], [2.756, -2.111, -0.122], [2.798, -0.973, 1.120], [0.626, 0.921, 0.570]], "mulliken_charge": [-0.57, 0.62, 0.58, -1.18, -1.14, -0.55, -0.05, 0.86, -0.49, 0.47, 0.37, 0.35, 0.34, 0.31, 0.40, 0.32, 0.37]}

x | {"formula": "C5H8N3O", "method": "the ωB97M-V functional and the def2-TZVPD basis", "gap_ev": [6.998, 6.977], "total_charge": 1, "symbols": ["C", "C", "C", "C", "C", "N", "N", "N", "O", "H", "H", "H", "H", "H", "H", "H", "H"], "coordinates": [[-2.263, 1.325, 0.176], [-2.548, 0.085, 0.841], [1.775, -1.003, -0.472], [1.467, 0.462, -0.270], [-1.506, -0.381, -0.899], [-1.603, 0.943, -0.890], [-2.082, -0.913, 0.243], [0.460, -0.567, 0.127], [1.973, 1.169, 0.835], [-2.359, 2.310, 0.548], [-2.917, -0.004, 1.881], [1.748, -1.047, -1.530], [2.380, -1.624, 0.170], [1.323, 1.070, -1.101], [-1.119, -1.006, -1.698], [0.226, -0.813, 1.074], [2.150, 2.132, 0.621]], "mulliken_charge": [0.02, -0.08, -0.48, 0.14, 0.30, -0.43, -0.48, -0.30, -0.53, 0.41, 0.39, 0.27, 0.32, 0.37, 0.43, 0.30, 0.38]}

y | {"formula": "C5H8N3O", "method": "the ωB97M-V functional and the def2-TZVPD basis", "gap_ev": 8.671, "total_charge": 1, "symbols": ["C", "C", "C", "C", "C", "N", "N", "N", "O", "H", "H", "H", "H", "H", "H", "H", "H"], "coordinates": [[-1.403, -2.209, 0.522], [-1.972, -0.947, 0.408], [-2.824, 1.099, -0.680], [4.407, 1.294, 0.142], [-2.413, 0.277, 0.442], [-0.064, -2.261, 0.267], [1.376, -0.699, -0.728], [0.632, -1.456, -0.186], [3.736, 0.312, 0.278], [-1.740, -3.164, 0.909], [-1.906, 1.748, -0.806], [-3.118, 0.452, -1.493], [-3.651, 1.647, -0.162], [5.431, 1.257, -0.053], [3.911, 2.364, 0.088], [2.194, -0.313, -0.352], [-2.598, 0.600, 1.403]], "mulliken_charge": [-0.41, -0.01, -0.76, -0.04, -0.04, -0.31, -0.68, 1.12, -0.49, 0.41, 0.26, 0.35, 0.28, 0.28, 0.19, 0.42, 0.43]}

Result of the stability comparison: y is the least stable of them.

w | {"formula": "C3H2S2", "method": "the ωB97M-V functional and the def2-TZVPD basis", "gap_ev": 6.912, "smiles": "C1#CSSC1", "symbols": ["C", "C", "C", "S", "S", "H", "H"], "coordinates": [[-0.355, 1.443, -0.698], [0.016, 2.528, -1.193], [0.127, 0.175, -0.354], [1.661, 2.885, -0.973], [1.938, 1.272, 0.279], [-0.171, -0.439, 0.470], [0.237, -0.485, -1.148]], "mulliken_charge": [0.10, -0.16, -0.49, 0.03, -0.11, 0.36, 0.28]}

x | {"formula": "C3H2S2", "method": "the ωB97M-V functional and the def2-TZVPD basis", "gap_ev": 8.001, "smiles": "S=C=CC=S", "symbols": ["C", "C", "C", "S", "S", "H", "H"], "coordinates": [[-0.224, 0.813, 0.103], [-0.785, -0.930, 0.098], [1.058, 0.938, 0.032], [2.631, 0.895, 0.059], [0.192, -2.200, 0.006], [-0.978, 1.627, -0.186], [-1.894, -1.144, -0.113]], "mulliken_charge": [-0.10, -0.15, 0.10, -0.26, -0.16, 0.28, 0.28]}

Result of the stability comparison: w is the least stable of them.

w | {"formula": "C4H10S", "method": "the ωB97M-V functional and the def2-TZVPD basis", "gap_ev": 8.778, "smiles": "C=C.CCS", "symbols": ["C", "C", "H", "H", "H", "H", "C", "C", "S", "H", "H", "H", "H", "H", "H"], "coordinates": [[-0.095, -0.778, 1.864], [-0.740, -1.845, 1.385], [1.035, -0.513, 1.891], [-0.655, 0.077, 2.113], [-0.839, -2.806, 1.802], [-1.435, -1.680, 0.547], [0.466, 0.282, -2.040], [0.280, 0.842, -0.524], [0.440, 2.668, -0.485], [-0.353, 0.769, -2.662], [1.557, 0.516, -2.374], [0.250, -0.845, -1.826], [1.116, 0.445, -0.002], [-0.518, 0.251, -0.120], [-0.508, 2.615, 0.432]], "mulliken_charge": [-0.70, -0.37, 0.27, 0.34, 0.31, 0.22, -0.92, -0.35, -0.21, 0.28, 0.31, 0.25, 0.27, 0.19, 0.11]}

x | {"formula": "C4H10S", "method": "the ωB97M-V functional and the def2-TZVPD basis", "gap_ev": 9.173, "symbols": ["C", "C", "C", "C", "H", "H", "H", "H", "H", "H", "H", "H", "H", "H", "S"], "coordinates": [[1.452, -0.531, -0.289], [0.056, 0.111, 0.293], [-0.821, 0.890, -0.684], [-0.631, -1.207, 0.657], [1.202, -1.184, -1.295], [2.077, 0.340, -0.793], [2.059, -1.287, 0.365], [-0.966, 0.068, -1.300], [-0.171, 1.872, -0.829], [-1.970, 1.222, -0.420], [-1.716, -1.104, 1.020], [-0.333, -2.079, 1.369], [-0.550, -1.502, -0.518], [0.083, 2.905, 0.714], [0.229, 1.486, 1.710]], "mulliken_charge": [-1.00, 0.51, -1.13, -0.86, 0.29, 0.29, 0.31, 0.37, 0.39, 0.19, 0.24, 0.28, 0.24, 0.15, -0.23]}

Result of the stability comparison: x is the least stable of them.